[1]
Entry from the Open Molecules 2025 dataset: C21H20N2O4 in the gas phase at a distorted geometry (ωB97M-V/def2-TZVPD).

Geometry as XYZ:
```
47
C21H20N2O4 (ωB97M-V/def2-TZVPD)
O 0.148 2.133 4.351
O -0.373 0.431 -4.147
N -3.873 -3.063 0.029
O 0.817 0.140 3.270
O 2.119 0.379 -1.475
C 0.534 1.520 3.328
C 0.088 0.263 -3.017
C 0.722 2.386 2.188
C 1.014 1.787 0.980
C -3.679 -3.033 -1.290
C -3.538 -1.903 0.728
C 1.441 -1.691 2.112
C 2.349 -1.613 -0.152
C -3.113 -1.909 -1.989
C -3.200 -0.694 0.050
C 1.234 -0.348 2.090
C 1.957 -0.213 -0.280
C 1.336 0.377 0.855
C 2.069 -2.360 1.022
C -2.841 -0.701 -1.353
N -0.766 0.533 -1.905
C 1.497 -0.246 -2.624
C 2.464 -3.763 1.183
C -2.226 0.549 -2.048
C 0.601 3.915 2.024
C 1.063 2.825 -0.094
C 0.809 4.151 0.582
H -3.877 -3.983 -1.768
H -3.669 -1.956 1.806
H 1.185 -2.271 2.898
H 2.991 -1.974 -0.955
H -2.809 -1.969 -3.085
H -3.118 0.163 0.683
H -0.353 0.169 -1.086
H 2.167 -0.195 -3.529
H 1.450 -1.326 -2.361
H 3.391 -3.920 1.730
H 1.630 -4.327 1.578
H 2.674 -4.118 0.232
H -2.550 0.721 -3.137
H -2.622 1.435 -1.570
H 1.274 4.462 2.699
H -0.387 4.317 2.416
H 1.972 2.782 -0.577
H 0.295 2.730 -0.879
H 1.720 4.677 0.333
H -0.019 4.733 0.152
```

* LUMO level: -0.093 eV
* energy above the lowest of the compared OMol25 structures with the same formula, charge and spin: 90.8 kcal/mol
* SMILES: Cc1cc(OCC(=O)NCc2ccncc2)c2c3c(c(=O)oc2c1)CCC3
* highest occupied orbital energy: -8.580 eV
* largest force on an atom: 0.0896 Eh/bohr
* electronic energy: -33269.741 eV



[2]
Entry from the Open Molecules 2025 dataset: a molecular structure, C5H5FLiO4 at a distorted geometry (ωB97M-V/def2-TZVPD).

Geometry as XYZ:
```
16
C5H5FLiO4 (ωB97M-V/def2-TZVPD)
C -0.593 1.681 0.498
H 1.422 0.394 -1.636
H -1.659 1.546 0.277
C -0.122 1.623 1.782
O -0.779 1.304 2.847
Li -1.581 -0.186 2.025
H 0.960 1.851 1.910
O 0.295 -2.105 -0.079
O -0.409 -0.253 -1.028
O -1.619 -1.156 0.631
C 1.283 -1.737 -0.950
C 0.814 -0.538 -1.681
C -0.662 -1.166 -0.092
H 2.072 -2.445 -1.180
F 0.519 -0.803 -3.002
H 0.060 1.989 -0.322
```

* LUMO level (spin up / spin down): 0.263 / -1.365 eV
* spin multiplicity: 2
* highest occupied orbital energy (spin up / spin down): -7.164 / -7.164 eV
* largest force on an atom: 0.0405 Eh/bohr
* electronic energy: -16376.699 eV



[3]
Entry from the Open Molecules 2025 dataset: a molecular structure, C15H26CeN at a distorted geometry (ωB97M-V/def2-TZVPD).

Geometry as XYZ:
```
43
C15H26CeN (ωB97M-V/def2-TZVPD)
C 1.254 2.401 -0.259
H 1.631 2.934 0.616
H 1.991 2.591 -1.052
H 1.334 1.348 0.009
C -0.145 2.889 -0.631
H -0.690 2.130 -1.225
H -0.754 3.085 0.264
C 0.010 4.175 -1.438
H -0.940 4.665 -1.710
H 0.603 4.878 -0.835
H 0.577 3.979 -2.364
C -0.896 -2.241 -1.093
C -1.302 -1.136 -1.930
C -0.123 -0.371 -2.260
C 1.011 -0.985 -1.627
C 0.541 -2.129 -0.894
C 1.400 -3.072 -0.117
C 2.429 -0.753 -2.051
C -0.050 0.713 -3.295
C -2.699 -0.693 -2.183
C -1.804 -3.123 -0.313
Ce -0.613 -0.332 0.200
H 3.135 -1.090 -1.290
H 2.656 -1.305 -2.979
H 2.626 0.303 -2.242
H 2.400 -2.652 0.058
H 0.960 -3.351 0.857
H 1.529 -3.999 -0.699
H -2.785 -2.652 -0.131
H -1.991 -4.035 -0.891
H -1.369 -3.443 0.649
H -2.727 0.309 -2.631
H -3.180 -1.374 -2.895
H -3.317 -0.697 -1.268
H 0.716 1.468 -3.055
H 0.214 0.295 -4.284
H -1.020 1.221 -3.409
C -0.057 0.014 5.216
C -0.161 0.014 3.765
N -0.276 -0.020 2.603
H 0.863 -0.510 5.528
H -0.938 -0.503 5.631
H -0.045 1.053 5.580
```

* LUMO level (spin up / spin down): -7.016 / -6.890 eV
* energy above the lowest of the compared OMol25 structures with the same formula, charge and spin: 0.0 kcal/mol
* net charge: +2
* spin multiplicity: 2
* highest occupied orbital energy (spin up / spin down): -15.640 / -15.584 eV
* largest force on an atom: 0.0963 Eh/bohr
* electronic energy: -30380.481 eV



[4]
Entry from the Open Molecules 2025 dataset: 13 unconnected molecules or ions with the total composition C22H58O19 at a distorted geometry (ωB97M-V/def2-TZVPD).

Geometry as XYZ:
```
99
C22H58O19 (ωB97M-V/def2-TZVPD)
C 4.002 -4.187 0.139
O 3.748 -2.861 0.643
H 4.959 -4.223 -0.380
H 4.015 -4.871 0.989
H 3.211 -4.524 -0.525
H 4.223 -2.826 1.479
C -4.338 -2.026 -0.039
O -4.392 -2.944 1.056
H -3.289 -1.933 -0.300
H -4.834 -2.541 -0.874
H -4.809 -1.058 0.142
H -5.314 -3.091 1.282
C 0.272 2.959 2.826
O 1.634 2.596 3.031
H 0.144 4.015 3.051
H -0.001 2.826 1.776
H -0.387 2.374 3.466
H 1.695 1.695 3.353
C 0.038 1.454 -5.917
O -0.808 0.422 -5.449
H 0.559 1.920 -5.078
H 0.756 1.075 -6.644
H -0.559 2.231 -6.399
H -1.758 0.602 -5.433
C 1.617 -2.802 -4.445
O 0.899 -1.634 -4.036
H 2.337 -3.065 -3.679
H 0.881 -3.600 -4.609
H 2.026 -2.629 -5.445
H 0.513 -1.179 -4.794
C 3.761 3.671 -3.909
O 2.923 4.790 -3.765
H 3.708 3.223 -4.902
H 4.813 3.964 -3.819
H 3.575 2.909 -3.150
H 3.301 5.454 -3.188
C 3.596 3.851 -0.471
O 4.519 4.932 -0.592
H 2.637 4.062 -0.932
H 4.092 2.984 -0.925
H 3.555 3.474 0.556
H 4.839 5.192 0.272
C 4.964 0.205 0.859
O 4.213 -0.045 -0.317
H 5.323 -0.753 1.241
H 5.866 0.780 0.639
H 4.418 0.781 1.612
H 3.788 -0.903 -0.197
C -3.094 -0.678 4.417
O -2.324 -1.567 3.615
H -3.516 -1.189 5.286
H -2.406 0.099 4.764
H -3.961 -0.209 3.941
H -2.570 -1.366 2.701
C -2.803 1.820 -2.959
O -3.063 0.947 -4.060
H -3.185 1.327 -2.067
H -1.778 2.165 -2.864
H -3.421 2.703 -3.142
H -3.478 0.119 -3.821
C -6.929 2.691 0.824
C -5.642 2.140 1.380
C -4.420 2.388 0.462
O -3.404 2.647 1.413
C -3.910 2.932 2.610
O -3.277 3.180 3.590
O -5.262 2.830 2.573
H -6.931 3.771 0.682
H -7.794 2.389 1.415
H -7.127 2.235 -0.153
H -5.799 1.078 1.598
H -4.668 3.176 -0.248
H -4.129 1.431 0.028
C 0.503 -3.248 3.167
C 1.528 -4.377 3.145
C 1.855 -4.962 4.514
O 1.934 -6.365 4.253
C 1.316 -6.632 3.055
O 1.014 -7.726 2.722
O 1.125 -5.499 2.376
H -0.450 -3.648 3.498
H 0.482 -2.662 2.252
H 0.879 -2.514 3.888
H 2.460 -4.056 2.670
H 1.114 -4.804 5.298
H 2.766 -4.470 4.858
C 1.152 1.199 -1.668
C 0.645 -0.030 -0.961
C 1.242 -0.277 0.426
O 0.115 -0.357 1.303
C -1.013 -0.090 0.631
O -2.121 -0.190 1.032
O -0.758 0.085 -0.690
H 0.472 1.466 -2.480
H 2.114 0.974 -2.126
H 1.170 2.070 -1.012
H 0.783 -0.956 -1.522
H 1.920 0.526 0.713
H 1.712 -1.259 0.477
```

* LUMO level: 0.094 eV
* energy above the lowest of the compared OMol25 structures with the same formula, charge and spin: 0.0 kcal/mol
* highest occupied orbital energy: -9.668 eV
* largest force on an atom: 0.0442 Eh/bohr
* electronic energy: -62652.878 eV



[5]
Entry from the Open Molecules 2025 dataset: a molecular structure, C11H18Cl2N2Yb at a distorted geometry (ωB97M-V/def2-TZVPD).

Geometry as XYZ:
```
34
C11H18Cl2N2Yb (ωB97M-V/def2-TZVPD)
Yb -0.629 0.513 0.270
Cl -2.391 1.728 -1.145
Cl 1.019 1.245 2.115
C -1.222 0.125 2.288
H -0.684 -0.160 3.168
H -2.155 0.713 2.391
C -0.523 -1.733 0.666
C -1.580 -1.162 1.416
H 0.501 -1.621 1.055
C -2.901 -0.981 0.623
H -1.813 -1.867 2.244
C -3.228 -2.356 0.013
H -3.707 -0.626 1.294
H -2.757 -0.229 -0.191
C -2.180 -2.818 -0.983
H -3.291 -3.076 0.841
H -4.211 -2.317 -0.460
C -0.729 -2.692 -0.442
H -2.381 -3.866 -1.240
H -2.246 -2.239 -1.916
H -0.388 -3.703 -0.147
H -0.061 -2.437 -1.285
C 4.668 2.360 -1.361
N 3.251 2.064 -1.530
C 2.436 2.542 -2.552
C 1.169 2.050 -2.293
N 1.231 1.268 -1.151
C 2.485 1.296 -0.699
H 5.211 2.122 -2.284
H 4.815 3.423 -1.126
H 5.056 1.752 -0.537
H 2.785 3.168 -3.349
H 0.230 2.201 -2.806
H 2.868 0.847 0.211
```

* LUMO level (spin up / spin down): 2.586 / 2.586 eV
* energy above the lowest of the compared OMol25 structures with the same formula, charge and spin: 0.0 kcal/mol
* net charge: -1
* spin multiplicity: 2
* highest occupied orbital energy (spin up / spin down): -1.795 / -1.764 eV
* largest force on an atom: 0.1191 Eh/bohr
* electronic energy: -71254.592 eV



[6]
Entry from the Open Molecules 2025 dataset: a gas-phase ion, C3HOS3 (charge -1) at a distorted geometry (ωB97M-V/def2-TZVPD).

Geometry as XYZ:
```
8
C3HOS3 (ωB97M-V/def2-TZVPD)
C -0.590 -0.669 -1.389
C 0.835 0.497 1.792
C -0.005 0.855 0.823
O -1.125 1.171 0.457
S 0.896 -0.168 -0.753
S -0.909 -1.694 -2.704
S 2.262 0.349 2.460
H -1.364 -0.340 -0.686
```

* LUMO level (spin up / spin down): 2.961 / 2.963 eV
* energy above the lowest of the compared OMol25 structures with the same formula, charge and spin: 22.8 kcal/mol
* net charge: -1
* SMILES: [O-]C(=C=S)SC=S
* highest occupied orbital energy (spin up / spin down): -3.440 / -3.440 eV
* largest force on an atom: 0.0349 Eh/bohr
* electronic energy: -37679.512 eV



[7]
Entry from the Open Molecules 2025 dataset: C5H12NO in the gas phase at a distorted geometry (ωB97M-V/def2-TZVPD).

Geometry as XYZ:
```
19
C5H12NO (ωB97M-V/def2-TZVPD)
O -0.141 0.145 -2.769
C 0.668 0.662 -1.889
C 0.742 0.026 -0.551
C 0.028 0.706 0.645
C 0.421 0.022 1.946
C -1.472 0.684 0.466
N 0.095 -1.383 -0.876
H 1.514 1.247 -2.225
H 1.768 -0.270 -0.301
H 0.384 1.713 0.445
H 0.370 0.617 2.868
H -0.252 -0.816 2.180
H 1.433 -0.383 1.935
H -1.948 1.340 1.178
H -1.695 1.048 -0.544
H -1.787 -0.350 0.487
H 0.258 -1.445 -1.897
H -0.911 -1.427 -0.751
H 0.527 -2.135 -0.348
```

* LUMO level (spin up / spin down): 0.351 / 0.334 eV
* energy above the lowest of the compared OMol25 structures with the same formula, charge and spin: 26.3 kcal/mol
* spin multiplicity: 2
* highest occupied orbital energy (spin up / spin down): -4.836 / -8.037 eV
* largest force on an atom: 0.0316 Eh/bohr
* electronic energy: -8914.045 eV



[8]
Entry from the Open Molecules 2025 dataset: C10H18O2S in the gas phase at a distorted geometry (ωB97M-V/def2-TZVPD).

Geometry as XYZ:
```
31
C10H18O2S (ωB97M-V/def2-TZVPD)
C -1.222 -0.822 -0.126
C 0.615 -1.006 1.117
C 1.929 0.981 -1.267
C -2.291 -0.743 0.912
C 0.174 -0.257 2.366
C -2.214 0.589 1.723
C -0.800 0.913 1.977
C 3.041 1.813 -0.924
C 1.152 0.974 -2.335
C -1.246 -1.957 -1.250
O 3.152 -1.096 0.180
O -1.049 -1.247 -2.475
S 1.788 -0.505 -0.066
H -3.239 -0.747 0.460
H -2.102 -1.607 1.629
H -0.137 -0.966 3.163
H 1.078 0.244 2.942
H -2.632 1.336 1.035
H -2.718 0.519 2.648
H -0.717 1.634 2.736
H -0.456 1.339 1.038
H 3.834 1.678 -1.734
H 3.435 1.387 0.041
H 2.791 2.905 -0.936
H 0.449 0.185 -2.681
H 0.998 1.963 -2.935
H -0.916 0.087 -0.663
H -1.996 -2.729 -1.205
H -0.304 -2.455 -1.144
H -1.797 -1.144 -3.153
H 1.402 -1.264 -1.075
```

* LUMO level (spin up / spin down): 0.378 / 0.378 eV
* energy above the lowest of the compared OMol25 structures with the same formula, charge and spin: 204.3 kcal/mol
* highest occupied orbital energy (spin up / spin down): -7.620 / -7.620 eV
* largest force on an atom: 0.0574 Eh/bohr
* electronic energy: -25583.569 eV